1.
A cluster of 2 separate species, C3H8N3O in total at a distorted geometry, computed with ωB97M-V/def2-TZVPD.

Its charge is +1. The spin multiplicity is 3. The relative energy (zero: lowest compared OMol25 entry of this formula, charge and spin) comes out at 3.455 eV. As for the highest occupied orbital energy (spin up / spin down): -11.141 / -14.377 eV.

XYZ file:
```
15
Properties=species:S:1:pos:R:3:nbo_charge:R:1
C 0.689 -0.012 1.462 0.308
C -0.127 0.722 -0.496 0.493
C -0.688 -1.560 0.071 -0.413
N 0.063 -0.386 0.381 -0.341
N 1.233 1.132 1.236 -0.217
N 0.211 0.616 -1.845 -0.808
O 0.659 1.740 0.139 -0.298
H 1.030 -0.653 2.203 0.255
H -2.245 0.585 -0.508 0.013
H -1.791 -1.095 -0.001 0.240
H -0.273 -2.000 -0.798 0.233
H -0.603 -2.179 0.952 0.235
H 1.627 1.754 1.988 0.454
H -0.156 -0.132 -2.400 0.413
H 0.370 1.469 -2.384 0.435
```



2.
A cluster of 2 separate species, C3H8N3O3 in total at a distorted geometry, computed with ωB97M-V/def2-TZVPD.

Its charge is +1. The relative energy (zero: lowest compared OMol25 entry of this formula, charge and spin) comes out at 4.048 eV. As for the highest occupied orbital energy: -12.112 eV.

XYZ file:
```
17
Properties=species:S:1:pos:R:3:nbo_charge:R:1
C 1.191 -1.775 1.133 0.699
C -1.009 1.556 0.019 0.480
C -1.078 0.673 -0.996 -0.175
N 1.649 -1.330 2.111 -0.548
N 0.128 2.033 0.555 -0.833
N 0.920 -1.805 -0.105 -0.392
O -2.115 2.161 0.511 -0.637
O 0.094 0.144 -1.494 -0.618
O 0.302 -2.878 -0.817 -0.540
H -1.965 0.507 -1.561 0.214
H -2.688 2.280 -0.189 0.492
H 2.139 -1.246 2.949 0.469
H 1.058 1.622 0.661 0.415
H -0.030 2.886 1.185 0.431
H 0.611 -0.617 -0.873 0.499
H 0.017 -0.532 -2.194 0.548
H 0.775 -3.678 -0.896 0.496
```



3.
The ion C3H8N3S with charge +1 at a distorted geometry, computed with ωB97M-V/def2-TZVPD.

Its charge is +1. The relative energy (zero: lowest compared OMol25 entry of this formula, charge and spin) comes out at 3.117 eV. As for the highest occupied orbital energy: -12.410 eV.

XYZ file:
```
15
Properties=species:S:1:pos:R:3:nbo_charge:R:1
C 0.993 -1.295 -0.238 -0.293
C 0.477 -0.716 1.133 -0.595
C -1.615 0.738 0.374 0.000
N 2.775 -0.196 -1.105 -0.284
N 1.586 -0.172 -0.874 -0.172
N -2.351 1.746 -0.046 -0.649
S -0.037 0.967 1.019 0.538
H 1.817 -1.942 -0.291 0.240
H 0.180 -1.639 -0.780 0.211
H -0.475 -1.273 1.528 0.268
H 1.409 -0.736 1.817 0.290
H -1.694 -0.159 -0.234 0.245
H 3.120 0.698 -1.644 0.341
H -3.155 1.622 -0.541 0.422
H -2.048 2.749 0.034 0.438
```